This record from OMol25 describes a cluster of 2 separate species, C4H4NO2PS in total in a non-equilibrium geometry. The level of theory is ωB97M-V/def2-TZVPD.

Output
Largest force on an atom ... 3.44 eV Å⁻¹
Gap between HOMO and LUMO (alpha / beta) ... 0.221 / 0.214 hartree
E_LUMO (alpha / beta) ... -1.69 / -1.77 eV

Last column: Löwdin charge in e.
Atoms and positions in Å:
C (-0.7065, -2.3309, -0.6100)  -0.476
C (-0.2788, 0.0761, 0.1249)  -0.193
C (-1.2166, -0.9015, -0.4444)  -0.075
C (1.4815, 0.9400, 1.4323)  -0.165
N (0.4647, 0.0576, 1.0981)  -0.032
O (-0.3710, -3.2352, -1.2852)  0.171
O (-1.4964, -2.1469, 0.3818)  0.144
P (0.2285, 2.1284, -1.6048)  0.294
S (-1.3404, 2.5365, -2.6021)  -0.004
H (-2.1062, -0.6940, -0.9378)  0.112
H (1.0961, 1.6813, 2.1573)  0.095
H (1.9293, 1.4786, 0.4616)  0.069
H (2.3158, 0.4102, 1.8284)  0.061

This record from OMol25 describes a structure of composition C8H14GdN2PS in a non-equilibrium geometry. The level of theory is ωB97M-V/def2-TZVPD.

Output
Largest force on an atom ... 2.63 eV Å⁻¹
Multiplicity ... 8
Gap between HOMO and LUMO (alpha / beta) ... 0.157 / 0.125 hartree
Expectation value of S² ... 16.779
E_LUMO (alpha / beta) ... -0.83 / -1.65 eV

Last column: Löwdin charge in e.
Atoms and positions in Å:
C (-0.7765, 0.3325, -3.5332)  -0.238
C (-1.5197, 1.5494, -3.6041)  -0.215
C (-0.6425, 2.6023, -3.2137)  -0.214
C (0.6951, 2.0929, -3.1750)  -0.223
C (0.6092, 0.6723, -3.2867)  -0.237
Gd (-1.0534, -0.5846, 0.6715)  1.014
P (-0.2119, -2.9315, -0.9249)  0.587
H (-1.1591, -0.6785, -3.6134)  0.030
H (-2.5926, 1.6270, -3.7920)  0.056
H (-0.9370, 3.6350, -2.9669)  0.066
H (1.4204, -0.0312, -3.1543)  0.046
H (1.6088, 2.6717, -3.0495)  0.063
H (0.8693, -3.6759, -1.5141)  -0.108
H (-1.2385, -3.6095, -1.6890)  -0.112
H (-0.3294, -3.7174, 0.2866)  -0.150
S (0.5588, 1.3864, 0.3621)  0.555
C (0.5719, 0.8284, 1.9687)  -1.004
N (1.5841, 0.3991, 2.7433)  -0.020
C (1.1415, -0.5472, 3.7865)  -0.146
C (-0.3767, -0.4683, 3.7586)  -0.176
N (-0.5967, 0.4589, 2.6463)  -0.269
H (2.5481, 0.3935, 2.4090)  0.145
H (1.5422, -0.2578, 4.7657)  0.120
H (1.5180, -1.5519, 3.5249)  0.118
H (-0.8525, -0.0128, 4.6292)  0.126
H (-0.8497, -1.4400, 3.5272)  0.093
H (-1.5315, 0.8573, 2.4372)  0.092

This record from OMol25 describes the molecule C16H25NO9 in a non-equilibrium geometry. The level of theory is ωB97M-V/def2-TZVPD.

Output
Largest force on an atom ... 1.07 eV Å⁻¹
Gap between HOMO and LUMO ... 0.376 hartree
E_LUMO ... 0.34 eV
SMILES ... CO[C@H]1[C@@H](OC)C[C@H](O[C@@H]2O[C@@H](CO)[C@H](O)[C@@H](O)[C@H]2O)/C(=C\C#N)[C@@H]1O

Last column: Löwdin charge in e.
Atoms and positions in Å:
C (-3.7947, 3.2783, 0.6159)  -0.083
O (-3.8048, 1.9488, 1.0865)  -0.123
C (-2.6602, 1.2124, 0.7436)  -0.240
C (-2.6711, -0.0967, 1.5440)  -0.275
O (-3.6891, -0.9183, 1.0117)  -0.139
C (-4.2231, -1.8541, 1.9160)  -0.076
C (-1.2903, -0.7612, 1.4326)  -0.019
C (-0.7847, -0.7390, -0.0212)  -0.220
O (0.1862, 0.3178, -0.1618)  -0.051
C (1.2106, 0.0218, -1.0723)  -0.313
O (1.9885, -1.0612, -0.6705)  -0.002
C (2.6737, -0.8583, 0.5580)  -0.234
C (3.4341, -2.1479, 0.8920)  -0.193
O (3.8592, -2.1714, 2.2229)  -0.042
C (3.6152, 0.3469, 0.4330)  -0.265
O (4.2900, 0.5596, 1.6499)  0.002
C (2.7997, 1.5937, 0.0510)  -0.272
O (3.6373, 2.7124, -0.0649)  0.013
C (2.0411, 1.3063, -1.2500)  -0.237
O (3.0062, 1.1747, -2.2642)  0.020
C (-1.9408, -0.4738, -0.9509)  -0.108
C (-2.3377, -1.3335, -1.8917)  -0.016
C (-1.7187, -2.5779, -2.1110)  -0.229
N (-1.2177, -3.5901, -2.3131)  0.164
C (-2.5788, 0.8816, -0.7680)  -0.251
O (-1.8559, 1.8617, -1.4830)  0.002
H (-2.9449, 3.8324, 1.0339)  0.096
H (-3.7430, 3.3248, -0.4750)  0.087
H (-4.7253, 3.7255, 0.9583)  0.092
H (-1.7542, 1.7804, 1.0212)  0.168
H (-2.8958, 0.1375, 2.5940)  0.160
H (-3.4756, -2.5866, 2.2411)  0.088
H (-4.6409, -1.3553, 2.7978)  0.096
H (-5.0175, -2.3696, 1.3806)  0.095
H (-0.5718, -0.2344, 2.0603)  0.133
H (-1.3600, -1.7933, 1.7748)  0.126
H (-0.2913, -1.6863, -0.2662)  0.149
H (0.7887, -0.2904, -2.0447)  0.182
H (1.9528, -0.6580, 1.3644)  0.165
H (4.2792, -2.2534, 0.1969)  0.134
H (2.7636, -2.9991, 0.7534)  0.133
H (4.3219, -1.3397, 2.3994)  0.073
H (4.3404, 0.1473, -0.3738)  0.170
H (4.5741, 1.4846, 1.6593)  0.109
H (2.0861, 1.8195, 0.8505)  0.172
H (4.1000, 2.6384, -0.9108)  0.106
H (1.3593, 2.1415, -1.4770)  0.163
H (2.6057, 0.7906, -3.0512)  0.115
H (-3.1793, -1.1117, -2.5341)  0.129
H (-3.5895, 0.8839, -1.1858)  0.169
H (-0.9587, 1.8674, -1.1222)  0.077

This record from OMol25 describes a structure of composition C11H24BrN4O4S in a non-equilibrium geometry. The level of theory is ωB97M-V/def2-TZVPD.

Output
Total charge ... -1
Largest force on an atom ... 8.42 eV Å⁻¹
Gap between HOMO and LUMO ... 0.179 hartree
E_LUMO ... 2.46 eV

Last column: Löwdin charge in e.
Atoms and positions in Å:
N (0.4157, -1.7167, 1.7291)  0.115
C (0.6944, -2.6120, 0.8562)  -0.526
N (1.9780, -3.2854, 0.9284)  0.083
N (-0.1670, -3.0534, -0.1793)  0.028
C (-1.1618, -2.0202, -0.6013)  -0.197
C (-2.3760, -1.8459, 0.3623)  -0.211
C (-3.2770, -0.5801, 0.0079)  -0.493
C (-2.8362, 0.6894, 0.8719)  -0.129
C (-1.9566, 1.7409, 0.1193)  -0.281
O (-2.3394, 1.9114, -1.2496)  -0.158
S (-1.0228, 1.9955, -2.2185)  0.676
O (-0.7778, 3.4220, -2.3103)  -0.268
O (-1.0432, 1.2165, -3.4178)  -0.221
O (0.0708, 1.3858, -1.1593)  -0.204
C (-0.4031, 1.4663, 0.1989)  -0.292
C (0.4767, 2.2440, 1.2392)  -0.119
C (1.9593, 2.3124, 0.7111)  -0.194
C (2.6250, 0.9025, 0.5095)  -0.189
C (3.4969, 0.7975, -0.8220)  -0.265
N (3.3317, -0.5218, -1.5088)  -0.026
H (1.1837, -1.5613, 2.3825)  0.042
H (2.6224, -2.8032, 1.5495)  0.068
H (2.4111, -3.3709, 0.0075)  0.064
H (0.4376, -3.1979, -0.9966)  0.111
H (-0.6330, -1.0592, -0.8528)  0.105
H (-1.5882, -2.3796, -1.5790)  0.126
H (-3.0400, -2.7529, 0.2867)  0.104
H (-2.1063, -1.7660, 1.4456)  0.078
H (-3.3792, -0.3956, -1.1560)  -0.254
H (-4.2970, -0.8500, 0.3641)  0.021
H (-3.7814, 1.2142, 1.1773)  0.109
H (-2.3726, 0.3146, 1.8275)  0.110
H (-2.0742, 2.6731, 0.7408)  0.144
H (-0.3789, 0.4192, 0.6149)  0.105
H (0.5105, 1.6104, 2.1701)  0.122
H (0.0571, 3.2302, 1.5531)  0.114
H (1.9645, 2.8487, -0.2746)  0.106
H (2.5402, 2.9191, 1.4518)  0.107
H (3.3396, 0.7102, 1.3577)  0.105
H (1.8942, 0.0575, 0.4886)  0.076
H (3.1841, 1.5760, -1.5585)  0.106
H (4.5880, 0.9118, -0.6152)  0.102
H (2.3319, -0.5950, -1.7126)  0.056
H (3.5974, -1.2389, -0.8285)  0.041
Br (-4.6991, -0.9632, -1.9109)  0.000

This record from OMol25 describes the molecule C4H3NO in a non-equilibrium geometry. The level of theory is ωB97M-V/def2-TZVPD.

Output
Largest force on an atom ... 8.27 eV Å⁻¹
Gap between HOMO and LUMO ... 0.409 hartree
E_LUMO ... 0.29 eV
SMILES ... C#C[C@H](O)C#N

Last column: Löwdin charge in e.
Atoms and positions in Å:
C (-1.9627, -0.8206, -0.2832)  0.105
C (-0.9172, -0.4334, 0.1707)  -0.160
C (0.2587, 0.3298, 0.4096)  -0.355
O (-0.0198, 1.5097, -0.4671)  0.054
C (1.4717, -0.4869, 0.0352)  -0.116
N (2.5923, -0.7691, -0.4026)  0.143
H (-2.4948, -1.7094, -0.9316)  0.124
H (0.4507, 0.3718, 1.6013)  0.198
H (0.6213, 2.0080, -0.1323)  0.008

This record from OMol25 describes the molecule C7H12N4O2 in a non-equilibrium geometry. The level of theory is ωB97M-V/def2-TZVPD.

Output
Largest force on an atom ... 2.73 eV Å⁻¹
Gap between HOMO and LUMO ... 0.318 hartree
E_LUMO ... 0.62 eV
SMILES ... Cc1nnc(NC(=O)CN(C)C)o1

Last column: Löwdin charge in e.
Atoms and positions in Å:
C (-4.4832, -1.8798, 1.2862)  0.002
C (-3.1775, -1.1658, 1.0159)  -0.357
N (-2.0654, -1.4250, 1.6612)  0.075
N (-1.1159, -0.6051, 1.1788)  0.084
C (-1.7162, 0.0810, 0.2535)  -0.380
N (-1.1883, 1.0215, -0.6125)  0.174
C (0.0965, 1.5053, -0.6394)  -0.387
O (0.2398, 2.3889, -1.4733)  0.051
C (1.3304, 1.0722, 0.2255)  -0.069
N (2.4289, 0.5359, -0.6693)  -0.270
C (2.5916, -0.9134, -0.8288)  -0.098
C (3.6427, 1.3476, -0.7814)  -0.094
O (-3.0008, -0.2244, 0.0377)  0.161
H (-4.4374, -2.5030, 2.1832)  0.088
H (-5.2839, -1.1751, 1.4341)  0.070
H (-4.6925, -2.4612, 0.3628)  0.093
H (-1.7983, 1.4366, -1.3312)  0.177
H (1.7038, 1.8979, 0.8338)  0.120
H (1.0550, 0.2687, 0.9509)  0.096
H (3.0329, -1.0992, -1.8149)  0.077
H (3.2692, -1.3146, -0.0537)  0.078
H (1.6400, -1.4744, -0.7521)  0.083
H (4.4488, 0.8859, -1.3670)  0.084
H (3.4138, 2.2970, -1.2741)  0.085
H (4.0659, 1.5024, 0.1740)  0.057

This record from OMol25 describes the molecule C2H3ClNOP in a non-equilibrium geometry. The level of theory is ωB97M-V/def2-TZVPD.

Output
Largest force on an atom ... 3.62 eV Å⁻¹
Gap between HOMO and LUMO ... 0.445 hartree
E_LUMO ... 0.48 eV
SMILES ... C[P@](=O)(Cl)C#N

Last column: Löwdin charge in e.
Atoms and positions in Å:
C (0.8151, 0.8608, 0.0241)  -0.197
P (-0.6731, -0.1816, 0.3825)  0.109
O (-1.9122, 0.4939, 0.5849)  -0.342
Cl (-0.2147, -1.1265, 2.0486)  0.435
C (-0.6419, -1.3127, -0.9809)  -0.317
N (-0.5014, -1.8835, -1.9378)  0.132
H (0.8248, 1.4065, 0.9407)  0.024
H (1.7048, 0.3014, -0.0413)  0.024
H (0.5984, 1.4417, -1.0208)  0.131

This record from OMol25 describes the ion C3H6NS2 with charge +1 in a non-equilibrium geometry. The level of theory is ωB97M-V/def2-TZVPD.

Output
Total charge ... +1
Largest force on an atom ... 3.39 eV Å⁻¹
Gap between HOMO and LUMO ... 0.316 hartree
E_LUMO ... -5.01 eV

Last column: Löwdin charge in e.
Atoms and positions in Å:
C (0.4358, 0.6058, 1.2506)  -0.466
C (0.9603, 1.2955, 0.1860)  -0.478
C (-0.4273, -0.2086, -1.6061)  -0.457
N (-0.1582, -1.3293, -0.8969)  0.038
S (-1.2004, -0.0792, 1.1782)  0.875
S (0.1139, 1.3254, -1.2852)  1.086
H (1.0190, 0.7218, 2.1397)  0.082
H (1.7860, 1.9476, 0.3131)  0.075
H (-1.1752, -0.3048, -2.3566)  0.099
H (-1.5346, -0.3940, 2.4487)  -0.081
H (0.6998, -1.3015, -0.4454)  0.075
H (-0.5190, -2.2787, -0.9260)  0.153

This record from OMol25 describes a cluster of 2 separate species, C7H14O2Si in total in a non-equilibrium geometry. The level of theory is ωB97M-V/def2-TZVPD.

Output
Largest force on an atom ... 3.81 eV Å⁻¹
Gap between HOMO and LUMO ... 0.293 hartree
E_LUMO ... 0.69 eV

Last column: Löwdin charge in e.
Atoms and positions in Å:
C (-2.0276, -0.2586, 0.2706)  -0.385
C (-0.6099, -0.0874, 0.6424)  -0.274
C (-2.7710, 2.3147, -1.2078)  0.018
C (-2.7362, -0.8977, 1.4516)  -0.124
C (3.6162, 1.3490, 1.0018)  -0.044
C (0.7015, -0.0506, -2.4487)  -0.154
C (3.0049, -0.0796, 0.9132)  -0.303
O (-3.2566, 1.7589, -2.0619)  0.045
O (2.2726, -0.3066, -0.2468)  -0.264
Si (0.6895, -0.0848, -0.5585)  0.708
H (-2.1531, -1.0871, -0.4546)  0.116
H (-0.4455, 0.2281, 1.6333)  0.017
H (-2.3694, 0.7532, 0.1230)  0.006
H (-3.7177, -1.1901, 1.2103)  0.058
H (-2.7846, -0.2387, 2.2253)  0.038
H (-2.2772, -1.7305, 1.9277)  0.071
H (2.8599, 1.9872, 1.4096)  0.063
H (4.5731, 1.2839, 1.4987)  0.064
H (3.9657, 1.7264, 0.0132)  0.087
H (0.0016, -0.6890, -2.9520)  0.022
H (0.6837, 0.9570, -2.7427)  0.001
H (1.6849, -0.3749, -2.7888)  0.029
H (2.4187, -0.4312, 1.7259)  0.099
H (3.6758, -0.9020, 0.7814)  0.107

The records above yield molar mass values of 161.12; 358.50; 375.37; 388.31; 81.07; 184.20; 123.48; 120.22; 158.27 g mol⁻¹, respectively.
The records above yield calculated total energy values of -29917.1231; -52454.9758; -36912.9688; -106822.4454; -7728.9133; -17507.5187; -27471.9329; -26360.3089; -19456.3777 eV, respectively.